{"formula": "C26H39N2O7PScSeSi", "method": "wB97M-V/def2-TZVPD", "symbols": ["Sc", "C", "O", "C", "C", "C", "C", "C", "C", "N", "N", "C", "O", "C", "C", "C", "C", "C", "C", "C", "O", "H", "H", "H", "H", "H", "H", "H", "H", "H", "H", "H", "H", "C", "Si", "C", "C", "Se", "H", "H", "H", "H", "H", "H", "H", "H", "H", "C", "C", "C", "C", "O", "P", "O", "O", "O", "C", "C", "C", "C", "H", "H", "H", "H", "H", "H", "H", "H", "H", "H", "H", "H", "H", "H", "H", "H", "H", "H"], "positions_angstrom": [[-0.8662, 0.4924, -1.2573], [-0.8627, 4.4253, 0.1602], [-2.2473, 4.6176, 0.4683], [-2.9559, 3.5472, 0.9313], [-3.8511, 3.7782, 1.9537], [-4.6778, 2.7645, 2.4422], [-4.5919, 1.5073, 1.8918], [-3.6780, 1.2361, 0.8632], [-3.6752, -0.0868, 0.2739], [-2.8067, -0.4916, -0.5722], [-3.0117, -1.7656, -1.0856], [-2.2149, -1.9365, -2.1057], [-1.4141, -1.0495, -2.5832], [-2.2419, -3.2685, -2.7806], [-3.0651, -4.2964, -2.3266], [-3.0648, -5.5246, -2.9684], [-2.2423, -5.7383, -4.0682], [-1.4194, -4.7169, -4.5209], [-1.4186, -3.4861, -3.8798], [-2.8342, 2.2528, 0.3566], [-1.9832, 2.0381, -0.6061], [-0.3843, 5.3918, 0.3173], [-0.7283, 4.0972, -0.8683], [-0.4099, 3.6837, 0.8195], [-3.8943, 4.7809, 2.3623], [-5.3747, 2.9712, 3.2441], [-5.2329, 0.7055, 2.2423], [-4.4797, -0.7714, 0.5456], [-3.6955, -4.1130, -1.4675], [-3.7069, -6.3202, -2.6099], [-2.2440, -6.6991, -4.5691], [-0.7750, -4.8784, -5.3766], [-0.7846, -2.6756, -4.2136], [2.2558, 3.6656, -1.0975], [2.3079, 2.4673, -2.5488], [3.1593, 3.3556, -3.9798], [3.4180, 1.0360, -2.0340], [0.3097, 1.7740, -3.2877], [3.2756, 3.9425, -0.8094], [1.7663, 3.2008, -0.2395], [1.7162, 4.5778, -1.3617], [4.1544, 3.7117, -3.6947], [2.5664, 4.2140, -4.3035], [3.2641, 2.6820, -4.8334], [4.4412, 1.3909, -1.8643], [3.4402, 0.2671, -2.8102], [3.0577, 0.5851, -1.1091], [2.0983, -3.0465, 1.6814], [2.8660, -2.0915, 0.7773], [2.8347, -2.5522, -0.6727], [4.2960, -1.9165, 1.2615], [2.3049, -0.7469, 0.8636], [0.7592, -0.3964, 0.7840], [0.0069, -1.2787, -0.1773], [0.5977, 1.0402, 0.3423], [0.1885, -0.6387, 2.2468], [0.2661, 0.2967, 3.3618], [-0.0234, -0.5648, 4.5800], [1.6534, 0.9170, 3.4532], [-0.8067, 1.3593, 3.1818], [2.5802, -4.0257, 1.6612], [1.0680, -3.1619, 1.3423], [2.0892, -2.6822, 2.7100], [3.3019, -3.5363, -0.7538], [3.3840, -1.8514, -1.3027], [1.8089, -2.6167, -1.0325], [4.8311, -2.8661, 1.2044], [4.3088, -1.5673, 2.2955], [4.8116, -1.1837, 0.6397], [0.7349, -1.3424, 4.6876], [-0.9985, -1.0415, 4.4767], [-0.0267, 0.0498, 5.4819], [2.4190, 0.1445, 3.5409], [1.7014, 1.5591, 4.3348], [1.8695, 1.5240, 2.5731], [-1.7907, 0.8996, 3.0775], [-0.6116, 1.9535, 2.2904], [-0.8224, 2.0219, 4.0501]], "forces_ev_per_angstrom": [[-0.2, -0.1, -0.1], [0.0, 0.0, 0.0], [0.1, 0.0, 0.0], [0.0, -0.1, 0.0], [0.0, 0.1, 0.0], [0.0, 0.0, 0.1], [0.0, 0.0, 0.0], [0.0, 0.0, 0.0], [0.0, 0.0, 0.0], [0.1, -0.1, 0.0], [0.0, 0.1, 0.0], [0.0, -0.1, 0.0], [0.0, 0.2, 0.1], [0.0, 0.0, 0.0], [0.0, 0.0, 0.0], [0.0, 0.0, 0.0], [0.0, 0.0, 0.0], [0.0, 0.0, 0.0], [0.0, 0.0, 0.0], [0.0, -0.1, 0.1], [0.0, -0.1, -0.1], [0.0, 0.0, 0.0], [0.0, 0.0, 0.0], [0.0, 0.0, 0.0], [0.0, 0.0, 0.0], [0.0, 0.0, 0.0], [0.0, 0.0, 0.0], [0.0, 0.0, 0.0], [0.0, 0.0, 0.0], [0.0, 0.0, 0.0], [0.0, 0.0, 0.0], [0.0, 0.0, 0.0], [0.0, 0.0, 0.0], [0.0, 0.0, -0.1], [0.1, 0.0, 0.1], [0.0, 0.0, 0.0], [0.0, 0.1, -0.1], [0.0, 0.0, 0.0], [0.0, 0.0, 0.0], [0.0, 0.0, 0.0], [0.0, 0.0, 0.0], [0.0, 0.0, 0.0], [0.0, 0.0, 0.0], [0.0, 0.0, 0.0], [0.0, 0.0, 0.0], [0.0, 0.0, 0.0], [0.0, 0.0, 0.0], [0.0, 0.0, 0.0], [0.0, 0.0, 0.0], [0.0, 0.0, 0.0], [0.0, 0.0, 0.0], [0.0, 0.0, 0.0], [-0.1, 0.0, 0.0], [0.0, 0.1, 0.1], [0.0, 0.0, 0.0], [0.0, 0.0, 0.0], [0.0, 0.0, 0.0], [0.0, 0.0, 0.0], [0.0, 0.0, 0.0], [0.0, 0.0, 0.0], [0.0, 0.0, 0.0], [0.0, 0.0, 0.0], [0.0, 0.0, 0.0], [0.0, 0.0, 0.0], [0.0, 0.0, 0.0], [0.0, 0.0, 0.0], [0.0, 0.0, 0.0], [0.0, 0.0, 0.0], [0.0, 0.0, 0.0], [0.0, 0.0, 0.0], [0.0, 0.0, 0.0], [0.0, 0.0, 0.0], [0.0, 0.0, 0.0], [0.0, 0.0, 0.0], [0.0, 0.0, 0.0], [0.0, 0.0, 0.0], [0.0, 0.0, 0.0], [0.0, 0.0, 0.0]], "lowdin_charge": [0.79, -0.07, -0.08, -0.23, -0.02, -0.11, -0.08, -0.15, -0.06, -0.05, 0.08, -0.47, -0.17, -0.13, -0.04, -0.10, -0.11, -0.09, -0.02, -0.27, -0.18, 0.09, 0.07, 0.08, 0.11, 0.09, 0.10, 0.13, 0.10, 0.09, 0.09, 0.10, 0.12, -0.22, 0.06, -0.25, -0.22, 0.32, 0.03, 0.00, 0.02, 0.02, 0.02, 0.02, 0.03, 0.03, 0.00, -0.03, -0.61, -0.02, -0.03, -0.16, 0.27, -0.28, -0.31, -0.14, -0.61, -0.03, -0.03, -0.01, 0.09, 0.09, 0.08, 0.09, 0.08, 0.08, 0.09, 0.08, 0.09, 0.08, 0.09, 0.09, 0.08, 0.09, 0.08, 0.09, 0.06, 0.10], "charge": -1, "gap_ev": 7.4, "fmax_ha_per_bohr": 0.005, "lumo_ev": 2.50}